Formula: C34H89FN7O12P2
Source: the OMol25 dataset
Level of theory: ωB97M-V with the def2-TZVPD basis set

The calculation puts the relative energy (zero: lowest compared OMol25 entry of this formula, charge and spin) at 0.000 eV. The total energy comes out at -3417.4963 a.u. The molar mass comes out at 869.07 g mol⁻¹. Its total charge is +1.

Cartesian coordinates (Å):
C (-1.6283, -3.3928, -1.8768)
C (-2.7365, -2.7800, -2.7235)
C (-3.1687, -1.3635, -2.3488)
F (-4.4242, -1.4171, -1.7863)
N (-2.3693, -0.7248, -1.3075)
C (-1.4718, 0.2283, -1.4428)
N (-1.0457, 0.7039, -2.6449)
C (-0.4176, -0.2781, -3.5331)
N (0.6720, -0.9722, -2.8892)
C (-0.4126, 2.0038, -2.3610)
P (0.9240, 2.5465, -3.4970)
N (2.1161, 1.5825, -3.6996)
O (1.3882, 3.9053, -2.8006)
O (0.0692, 2.9804, -4.7734)
C (-0.1940, 2.0519, -0.7887)
C (1.2976, 1.9854, -0.4091)
C (1.6046, 1.3674, 0.9610)
C (3.0128, 1.6909, 1.4452)
C (4.1001, 1.1285, 0.5431)
O (5.3951, 1.5493, 0.9364)
P (-1.1235, 3.5462, -0.1794)
N (-2.6332, 3.2482, -0.2095)
O (-0.7450, 4.7049, -1.1882)
O (-0.4080, 4.0385, 1.1641)
N (-0.9070, 0.8038, -0.3913)
C (-1.5878, 0.6687, 0.9144)
N (-1.3004, -0.6133, 1.5334)
C (-0.9546, -0.5108, 2.9654)
H (-1.9806, -3.6637, -0.8799)
H (-0.7680, -2.7340, -1.7651)
H (-1.2754, -4.3101, -2.3468)
H (-2.4541, -2.7933, -3.7766)
H (-3.6364, -3.3905, -2.6448)
H (-3.2049, -0.6743, -3.1905)
H (-2.5747, -1.0634, -0.3792)
H (-1.1731, -1.0119, -3.8017)
H (-0.1526, 0.2256, -4.4663)
H (1.2694, -1.4300, -3.5674)
H (1.2221, -0.3550, -2.3080)
H (-1.1956, 2.7394, -2.5770)
H (2.2967, 1.2711, -4.6455)
H (2.3294, 4.0010, -3.0312)
H (0.3696, 2.5300, -5.5750)
H (1.8011, 1.3888, -1.1706)
H (1.7255, 2.9890, -0.4359)
H (0.8821, 1.6892, 1.7135)
H (1.4939, 0.2820, 0.8888)
H (3.1462, 1.2450, 2.4339)
H (3.1457, 2.7693, 1.5858)
H (4.0843, 0.0376, 0.6164)
H (3.9261, 1.4017, -0.5028)
H (5.2927, 2.3082, 1.5216)
H (-3.0970, 3.4040, 0.6770)
H (0.1454, 5.0657, -1.0952)
H (-0.0771, 3.3352, 1.7370)
H (-2.6563, 0.8260, 0.7589)
H (-1.2285, 1.4569, 1.5662)
H (-2.1516, -1.1653, 1.5243)
H (-1.7829, -0.0911, 3.5427)
H (-0.7326, -1.5071, 3.3333)
H (-0.0686, 0.1087, 3.0933)
C (4.3809, -3.6650, -5.5740)
C (3.4599, -3.2068, -4.4573)
C (3.5064, -4.1425, -3.2608)
O (2.1121, -3.0833, -4.9378)
H (4.0817, -4.6555, -5.9276)
H (4.3332, -2.9793, -6.4196)
H (5.4139, -3.7241, -5.2318)
H (3.7406, -2.1986, -4.1443)
H (3.1823, -5.1463, -3.5496)
H (2.8398, -3.7940, -2.4710)
H (4.5163, -4.2153, -2.8570)
H (1.8265, -3.9568, -5.2262)
C (-0.5556, -4.1515, 6.7988)
C (-1.7903, -4.0782, 5.9167)
C (-2.3531, -5.4553, 5.6102)
O (-1.4880, -3.3895, 4.6933)
H (0.2346, -4.7167, 6.2967)
H (-0.1713, -3.1528, 7.0078)
H (-0.7775, -4.6434, 7.7458)
H (-2.5567, -3.4769, 6.4072)
H (-1.6106, -6.0555, 5.0760)
H (-3.2408, -5.3743, 4.9827)
H (-2.6248, -5.9823, 6.5248)
H (-0.8146, -3.9076, 4.2375)
C (-3.0330, 5.0064, -4.8021)
C (-4.0705, 5.4375, -3.7772)
C (-3.6939, 6.7599, -3.1269)
O (-4.2499, 4.4281, -2.7895)
H (-2.0629, 4.8647, -4.3171)
H (-3.3210, 4.0597, -5.2614)
H (-2.9137, 5.7529, -5.5888)
H (-5.0422, 5.5353, -4.2639)
H (-2.7415, 6.6582, -2.5978)
H (-4.4502, 7.0555, -2.4002)
H (-3.5927, 7.5542, -3.8676)
H (-3.4191, 4.3063, -2.3126)
C (0.3864, 8.1741, 2.7004)
C (1.6668, 7.7068, 2.0289)
C (1.9462, 8.4768, 0.7487)
O (1.6077, 6.3011, 1.7650)
H (-0.4688, 8.0146, 2.0369)
H (0.2080, 7.6131, 3.6175)
H (0.4332, 9.2351, 2.9456)
H (2.5048, 7.8281, 2.7162)
H (1.1312, 8.3271, 0.0332)
H (2.8701, 8.1296, 0.2858)
H (2.0349, 9.5461, 0.9401)
H (0.8686, 6.1458, 1.1675)
C (-0.0579, -8.8450, -4.5062)
C (-0.8422, -8.0402, -3.4833)
C (-2.2430, -7.7136, -3.9754)
O (-0.1393, -6.8413, -3.1421)
H (0.0523, -8.2736, -5.4327)
H (0.9397, -9.0720, -4.1312)
H (-0.5616, -9.7821, -4.7436)
H (-0.9064, -8.6016, -2.5505)
H (-2.1919, -7.1111, -4.8874)
H (-2.7892, -7.1422, -3.2242)
H (-2.8065, -8.6196, -4.1988)
H (-0.0574, -6.3173, -3.9464)
C (-4.7380, -1.3877, 5.2698)
C (-4.8278, -2.5053, 4.2412)
C (-5.4950, -2.0305, 2.9571)
O (-5.5208, -3.6264, 4.7822)
H (-5.7383, -1.0390, 5.5407)
H (-4.2538, -1.7431, 6.1791)
H (-4.1721, -0.5363, 4.8869)
H (-3.8241, -2.8656, 4.0147)
H (-6.5173, -1.6983, 3.1548)
H (-5.5459, -2.8424, 2.2310)
H (-4.9496, -1.1940, 2.5120)
H (-6.4175, -3.3502, 5.0019)
C (6.6535, -0.1271, 4.5251)
C (6.4626, 1.3688, 4.3443)
C (7.2503, 2.1700, 5.3673)
O (5.0701, 1.7071, 4.4042)
H (6.3002, -0.4369, 5.5129)
H (6.0833, -0.6767, 3.7761)
H (7.7037, -0.4054, 4.4355)
H (6.7771, 1.6508, 3.3387)
H (6.9146, 1.9270, 6.3793)
H (7.1015, 3.2389, 5.2147)
H (8.3168, 1.9543, 5.3008)
H (4.7549, 1.4753, 5.2848)

Forces on atoms 1 to 2 (eV/Å):
C 0.1 -0.1 0.1
C 0.0 -0.1 0.0